# 1
Below is a molecular structure, C51H46N3O7PRuTe at a distorted geometry, with properties calculated with the ωB97M-V functional and the def2-TZVPD basis.

## Properties
E_HOMO (spin up / spin down), Ha: -0.220 / -0.297
M, g/mol: 1072.6
Kohn-Sham gap (spin up / spin down), eV: 6.185 / 6.195
Spin multiplicity: 5

Each line ends with the Löwdin charge.
Cartesian coordinates (Å):
1 Ru 0.043 0.081 -0.174  1.27
2 O -1.947 -3.668 -4.444  0.09
3 C -1.510 -2.853 -3.465  -0.27
4 C -1.714 -3.135 -2.113  0.08
5 C -1.228 -2.243 -1.184  -0.17
6 N -0.584 -1.144 -1.562  -0.04
7 C -0.374 -0.857 -2.848  -0.16
8 C -0.818 -1.699 -3.838  0.10
9 C 0.388 0.446 -3.028  -0.58
10 O 0.728 0.827 -4.124  0.10
11 O 0.659 1.039 -1.899  -0.19
12 C -1.323 -2.418 0.324  -0.57
13 O -1.858 -3.401 0.793  0.08
14 O -0.785 -1.444 1.000  -0.16
15 H -2.449 -4.400 -4.068  0.12
16 H -2.228 -4.025 -1.771  0.14
17 H -0.646 -1.461 -4.878  0.14
18 O -0.497 0.910 2.494  -0.21
19 N 0.618 0.776 1.620  -0.27
20 C 1.768 1.084 2.264  -0.11
21 C 3.032 0.533 2.027  -0.23
22 C 4.114 0.945 2.856  -0.05
23 C 5.364 0.404 2.734  -0.09
24 C 5.628 -0.577 1.767  -0.08
25 C 4.608 -0.981 0.929  -0.10
26 C 3.321 -0.455 1.040  -0.31
27 P 2.137 -0.970 -0.219  1.06
28 C 3.096 -0.574 -1.718  -0.34
29 C 3.442 0.779 -1.814  -0.10
30 C 4.101 1.255 -2.929  -0.06
31 C 4.439 0.387 -3.959  -0.07
32 C 4.128 -0.956 -3.857  -0.08
33 C 3.451 -1.439 -2.744  -0.07
34 C 1.996 -2.774 -0.076  -0.32
35 C 1.551 -3.548 -1.149  -0.11
36 C 1.370 -4.913 -0.993  -0.07
37 C 1.592 -5.512 0.237  -0.07
38 C 1.983 -4.738 1.320  -0.06
39 C 2.186 -3.377 1.166  -0.07
40 H -0.839 0.003 2.568  0.07
41 H 1.657 1.770 3.101  0.12
42 H 3.924 1.701 3.608  0.11
43 H 6.162 0.736 3.387  0.10
44 H 6.618 -1.001 1.670  0.10
45 H 4.801 -1.722 0.161  0.11
46 H 3.169 1.452 -1.010  0.11
47 H 4.340 2.308 -3.002  0.11
48 H 4.945 0.760 -4.840  0.10
49 H 4.401 -1.640 -4.650  0.10
50 H 3.216 -2.492 -2.685  0.09
51 H 1.339 -3.091 -2.107  0.09
52 H 1.044 -5.507 -1.838  0.11
53 H 1.458 -6.579 0.357  0.10
54 H 2.120 -5.196 2.291  0.11
55 H 2.487 -2.772 2.012  0.11
56 C -2.933 6.371 6.745  -0.05
57 C -2.772 5.555 5.492  -0.26
58 C -3.628 4.502 5.202  -0.02
59 C -3.478 3.729 4.055  -0.31
60 C -4.433 2.581 3.827  -0.09
61 C -2.456 4.049 3.152  -0.31
62 Te -2.330 2.717 1.389  1.83
63 N -1.636 1.144 -0.200  -0.20
64 C -2.543 1.131 -1.215  -0.57
65 O -2.258 1.089 -2.411  0.07
66 C -4.012 1.150 -0.865  -0.21
67 C -4.880 1.783 -1.749  -0.02
68 C -6.249 1.723 -1.546  -0.07
69 C -6.759 1.013 -0.467  -0.08
70 C -5.897 0.380 0.417  -0.08
71 C -4.526 0.445 0.222  -0.08
72 C -2.217 4.319 -0.014  -0.33
73 C -3.393 5.021 -0.300  -0.29
74 C -4.689 4.756 0.422  -0.06
75 C -3.361 6.019 -1.266  -0.01
76 C -2.196 6.342 -1.948  -0.26
77 C -2.195 7.385 -3.030  -0.05
78 C -1.036 5.655 -1.621  -0.01
79 C -1.020 4.643 -0.668  -0.29
80 C 0.301 3.995 -0.376  -0.07
81 C -1.555 5.077 3.449  -0.28
82 C -0.387 5.383 2.552  -0.05
83 C -1.736 5.824 4.606  -0.01
84 H -3.793 6.037 7.323  0.07
85 H -3.068 7.426 6.501  0.08
86 H -2.043 6.287 7.370  0.08
87 H -4.434 4.265 5.889  0.11
88 H -5.084 2.459 4.691  0.08
89 H -3.893 1.646 3.671  0.06
90 H -5.059 2.754 2.949  0.06
91 H -4.463 2.313 -2.596  0.12
92 H -6.915 2.219 -2.240  0.10
93 H -7.829 0.947 -0.321  0.10
94 H -6.287 -0.178 1.259  0.11
95 H -3.857 -0.083 0.891  0.11
96 H -4.736 3.721 0.764  0.02
97 H -5.541 4.945 -0.230  0.08
98 H -4.777 5.411 1.293  0.09
99 H -4.278 6.550 -1.495  0.12
100 H -3.133 7.937 -3.047  0.07
101 H -2.060 6.907 -4.002  0.09
102 H -1.377 8.093 -2.895  0.08
103 H -0.105 5.907 -2.119  0.13
104 H 0.626 3.418 -1.239  0.08
105 H 0.239 3.320 0.474  0.01
106 H 1.056 4.757 -0.170  0.09
107 H 0.100 4.458 2.243  0.06
108 H 0.340 6.006 3.071  0.08
109 H -0.717 5.906 1.653  0.08
110 H -1.041 6.629 4.822  0.12

# 2
Below is 2 unconnected molecules or ions with the total composition C4H10NO3 at a distorted geometry, with properties calculated with the ωB97M-V functional and the def2-TZVPD basis.

## Properties
E_HOMO, Ha: -0.161
M, g/mol: 120.1
Kohn-Sham gap, eV: 8.179
Relative energy (zero: lowest compared OMol25 entry of this formula, charge and spin), kJ/mol: 76.5
Total charge: -1

Each line ends with the Löwdin charge.
Cartesian coordinates (Å):
1 O 2.465 -1.168 -1.158  -0.07
2 C 1.328 -1.039 -0.663  -0.73
3 O 0.787 -1.777 0.204  -0.10
4 C 0.428 0.093 -1.202  -0.15
5 C -0.335 0.814 -0.089  -0.21
6 C -0.937 2.183 -0.497  -0.31
7 N -2.190 2.527 0.165  -0.03
8 H -0.297 -0.454 -1.834  0.11
9 H 0.975 0.785 -1.847  0.10
10 H 0.375 1.000 0.713  0.11
11 H -1.110 0.165 0.308  0.09
12 H -0.162 2.909 -0.229  0.10
13 H -0.992 2.293 -1.587  0.09
14 H -1.978 3.093 0.976  0.05
15 H -2.599 1.675 0.530  0.05
16 H -0.661 -1.860 1.430  -0.01
17 H 0.171 -2.247 2.601  0.02
18 O -0.702 -1.883 2.408  -0.12

# 3
Below is 2 unconnected molecules or ions with the total composition C6H18NO at a distorted geometry, with properties calculated with the ωB97M-V functional and the def2-TZVPD basis.

## Properties
E_HOMO, Ha: -0.536
M, g/mol: 120.2
Kohn-Sham gap, eV: 11.107
Relative energy (zero: lowest compared OMol25 entry of this formula, charge and spin), kJ/mol: 98.2
Total charge: +1

Each line ends with the Löwdin charge.
Cartesian coordinates (Å):
1 C -0.870 -1.735 -1.033  -0.05
2 C -0.446 -0.828 0.070  -0.31
3 C 0.434 0.374 -0.306  -0.17
4 C -0.386 1.654 -0.347  -0.19
5 C -1.277 2.095 0.846  -0.25
6 C -0.482 2.094 2.132  -0.10
7 N 0.303 -1.716 1.106  0.23
8 H -0.079 -2.043 -1.729  0.09
9 H -1.512 -1.290 -1.805  0.11
10 H -1.462 -2.611 -0.757  0.09
11 H -1.279 -0.432 0.650  0.13
12 H 0.856 0.204 -1.300  0.12
13 H 1.304 0.463 0.353  0.11
14 H 0.332 2.482 -0.404  0.12
15 H -0.959 1.633 -1.276  0.12
16 H -2.166 1.450 0.874  0.10
17 H -1.682 3.087 0.662  0.11
18 H 0.203 1.229 2.089  0.05
19 H 0.210 2.936 2.191  0.09
20 H -0.993 2.034 3.089  0.08
21 H -0.399 -2.051 1.770  0.17
22 H 0.969 -1.153 1.626  0.15
23 H 0.726 -2.589 0.796  0.17
24 H 2.862 -2.045 -2.410  0.03
25 H 3.225 -1.762 -3.756  0.03
26 O 2.569 -1.480 -3.130  -0.05

# 4
Below is a molecular structure, CH4N3OS at a distorted geometry, with properties calculated with the ωB97M-V functional and the def2-TZVPD basis.

## Properties
E_HOMO (spin up / spin down), Ha: -0.528 / -0.528
M, g/mol: 106.1
Kohn-Sham gap (spin up / spin down), eV: 7.953 / 7.952
Relative energy (zero: lowest compared OMol25 entry of this formula, charge and spin), kJ/mol: 230.9
Total charge: +1

Each line ends with the Löwdin charge.
Cartesian coordinates (Å):
1 C -0.976 0.622 -0.233  -0.63
2 N -0.847 -0.659 0.234  0.21
3 N 0.286 1.277 -0.219  -0.23
4 N 0.928 -0.917 0.417  -0.14
5 O -2.000 1.158 -0.511  0.18
6 S 1.572 0.293 -0.622  1.05
7 H -1.348 -1.409 -0.232  0.15
8 H 0.289 2.257 -0.475  0.13
9 H 0.911 -0.733 1.429  0.15
10 H 1.186 -1.889 0.212  0.15

# 5
Below is a single C6H11N molecule at a distorted geometry, with properties calculated with the ωB97M-V functional and the def2-TZVPD basis.

## Properties
E_HOMO, Ha: -0.269
M, g/mol: 97.2
Kohn-Sham gap, eV: 8.272
SMILES: C=CC/C(C)=C/N
Relative energy (zero: lowest compared OMol25 entry of this formula, charge and spin), kJ/mol: 342.9

Each line ends with the Löwdin charge.
Cartesian coordinates (Å):
1 C -0.713 1.642 -0.761  -0.12
2 C -0.085 0.366 -0.325  -0.38
3 C -0.636 -0.820 -0.785  -0.20
4 N -1.839 -0.943 -1.431  0.02
5 C 1.335 0.474 0.270  -0.19
6 C 1.651 -0.704 1.206  -0.22
7 C 0.803 -1.007 2.206  -0.01
8 H -1.735 1.484 -1.262  0.06
9 H -0.065 2.282 -1.577  0.13
10 H -1.050 2.335 0.132  0.10
11 H 0.121 -1.694 -0.787  0.14
12 H -1.994 -1.944 -1.870  0.15
13 H -2.383 -0.095 -1.462  0.06
14 H 2.170 0.561 -0.579  0.15
15 H 1.159 1.331 0.966  0.11
16 H 2.243 -1.455 0.732  0.08
17 H 1.076 -1.516 3.147  0.06
18 H -0.059 -0.297 2.180  0.07

# 6
Below is a single C6H7N3O molecule at a distorted geometry, with properties calculated with the ωB97M-V functional and the def2-TZVPD basis.

## Properties
E_HOMO, Ha: -0.358
M, g/mol: 137.1
Kohn-Sham gap, eV: 9.469
SMILES: [H]/N=C(/O)c1cnc(C)nc1
Relative energy (zero: lowest compared OMol25 entry of this formula, charge and spin), kJ/mol: 165.4

Each line ends with the Löwdin charge.
Cartesian coordinates (Å):
1 C -3.241 0.058 -0.051  -0.03
2 C -1.746 0.042 -0.123  -0.39
3 N -1.119 1.221 -0.221  0.13
4 C 0.207 1.222 -0.159  -0.05
5 C 0.953 0.040 -0.178  -0.12
6 C 0.209 -1.132 -0.037  -0.07
7 N -1.120 -1.138 -0.081  0.12
8 C 2.439 0.055 -0.288  -0.45
9 N 3.215 -0.840 0.260  0.10
10 H -3.577 0.807 0.678  0.08
11 H -3.651 0.346 -1.031  0.08
12 H -3.628 -0.929 0.223  0.08
13 H 0.695 2.184 0.015  0.13
14 H 0.684 -2.079 0.238  0.12
15 O 2.988 1.225 -0.023  -0.03
16 H 2.880 -1.789 0.127  0.05
17 H 3.814 0.708 0.651  0.25